1.
ORCA calculation (the ωB97M-V functional and the def2-TZVPD basis) on an isolated molecule of C6H12O.

For the LUMO energy, the calculation gives 0.038 Eh. The SMILES is C[C@@H]1C[C@@H]1[C@@H](C)O. The energy relative to the best compared isomer or geometry (same formula, charge and spin) is 24.5 kcal per mole. The calculation puts the total energy at -8463.2922 eV. As for the HOMO energy: -10.02 eV. Its orbital gap is 11.056 eV.

Geometry as ORCA input:
```
! wB97M-V def2-TZVPD RIJCOSX def2/J DEFGRID3
* xyz 0 1
C -1.44 0.89 -1.78
C -0.92 0.36 -0.46
O -2.03 -0.25 0.18
C 0.21 -0.64 -0.50
C 1.67 -0.28 -0.44
C 1.00 -0.85 0.78
C 0.79 0.04 2.00
H -0.66 1.37 -2.38
H -2.21 1.64 -1.56
H -1.90 0.08 -2.36
H -0.57 1.23 0.13
H -1.68 -0.84 0.85
H -0.04 -1.55 -1.05
H 1.94 0.77 -0.43
H 2.36 -0.92 -0.98
H 1.24 -1.88 1.03
H 0.80 1.10 1.73
H 1.59 -0.11 2.73
H -0.16 -0.16 2.50
*
```

***

2.
ORCA calculation (the ωB97M-V functional and the def2-TZVPD basis) on a structure of composition C16H22Br2CrN4OS.

For the LUMO energy (alpha / beta), the calculation gives -0.405 / -0.392 Eh. The energy relative to the best compared isomer or geometry (same formula, charge and spin) is 0.0 kcal per mole. The calculation puts the total energy at -204273.6472 eV. As for the HOMO energy (alpha / beta): -17.93 / -17.96 eV. Its orbital gap (alpha / beta) is 6.896 / 7.300 eV.

Geometry as ORCA input:
```
! wB97M-V def2-TZVPD RIJCOSX def2/J DEFGRID3
* xyz 3 2
Cr -0.29 0.27 0.70
Br 6.09 1.53 -0.55
C 4.33 1.14 -0.16
C 4.00 0.05 0.65
C 2.68 -0.20 0.91
N 1.68 0.57 0.43
C 2.00 1.63 -0.36
C 3.30 1.94 -0.67
C 0.82 2.39 -0.84
C 0.93 3.51 -1.64
C -0.23 4.18 -2.04
Br -0.12 5.67 -3.12
C -1.47 3.69 -1.62
C -1.50 2.58 -0.81
N -0.39 1.92 -0.42
H 4.77 -0.59 1.06
H 2.38 -1.04 1.53
H 3.55 2.78 -1.29
H 1.89 3.87 -1.96
H -2.39 4.18 -1.91
H -2.45 2.20 -0.48
N -2.37 0.22 1.21
C -2.59 1.11 2.39
C -1.52 0.78 3.40
N -0.20 0.85 2.69
H -3.03 0.46 0.48
H -2.64 -0.72 1.49
H -3.59 0.98 2.81
H -2.50 2.15 2.06
H -1.64 -0.24 3.78
H -1.54 1.46 4.25
H 0.51 0.34 3.22
H 0.14 1.81 2.70
O -0.33 -1.41 -0.02
S -1.44 -2.49 -0.44
C -0.69 -4.07 0.07
C -0.49 -4.87 -1.21
C -0.10 -3.87 -2.29
C -1.14 -2.76 -2.20
H -1.34 -4.53 0.82
H 0.25 -3.77 0.53
H -1.41 -5.40 -1.48
H 0.27 -5.63 -1.04
H -0.11 -4.32 -3.29
H 0.90 -3.47 -2.11
H -2.11 -3.08 -2.60
H -0.88 -1.80 -2.65
*
```

***

3.
ORCA calculation (the ωB97M-V functional and the def2-TZVPD basis) on a cluster of 2 separate species, C4H9N in total.

For the LUMO energy, the calculation gives 0.043 Eh. The SMILES is C=NC.C=C. The energy relative to the best compared isomer or geometry (same formula, charge and spin) is 46.9 kcal per mole. The calculation puts the total energy at -5781.7772 eV. As for the HOMO energy: -9.76 eV. Its orbital gap is 10.918 eV.

Geometry as ORCA input:
```
! wB97M-V def2-TZVPD RIJCOSX def2/J DEFGRID3
* xyz 0 1
C -2.27 -1.36 -0.08
C -1.48 -2.32 -0.51
H -2.93 -1.49 0.76
H -2.26 -0.42 -0.61
H -1.49 -3.27 0.03
H -0.66 -2.24 -1.22
C 0.46 0.98 -0.02
C 2.51 1.93 0.60
N 1.35 1.61 0.98
H 0.94 0.10 -0.47
H -0.43 0.80 0.57
H 0.23 1.54 -0.93
H 3.17 2.41 1.31
H 2.87 1.72 -0.41
*
```

***

4.
ORCA calculation (the ωB97M-V functional and the def2-TZVPD basis) on an isolated molecule of C6H8NOPS.

For the LUMO energy (alpha / beta), the calculation gives -0.042 / -0.048 Eh. The energy relative to the best compared isomer or geometry (same formula, charge and spin) is 140.8 kcal per mole. The calculation puts the total energy at -30007.8068 eV. As for the HOMO energy (alpha / beta): -8.03 / -9.22 eV. Its orbital gap (alpha / beta) is 6.876 / 7.925 eV.

Geometry as ORCA input:
```
! wB97M-V def2-TZVPD RIJCOSX def2/J DEFGRID3
* xyz 0 1
C 1.05 1.42 -0.12
C -0.10 1.97 -0.16
C -2.56 1.96 0.09
C -1.45 1.86 -0.64
C -1.11 0.97 -1.92
C 1.18 -2.17 1.98
N 0.53 -1.47 0.84
O 2.23 -1.16 -1.03
P 1.05 -0.47 -0.44
S -0.78 -0.74 -1.58
H 1.97 1.89 0.00
H -3.56 1.87 -0.04
H -1.94 1.02 -2.67
H -0.18 1.31 -2.36
H 2.10 -2.67 1.69
H 1.53 -1.57 2.93
H 0.42 -2.93 2.37
H -0.37 -1.09 1.05
*
```

***

5.
ORCA calculation (the ωB97M-V functional and the def2-TZVPD basis) on a structure of composition C22H36N7O4P2Pt.

For the LUMO energy (alpha / beta), the calculation gives -0.078 / -0.190 Eh. The energy relative to the best compared isomer or geometry (same formula, charge and spin) is 0.0 kcal per mole. The calculation puts the total energy at -63841.3540 eV. As for the HOMO energy (alpha / beta): -9.25 / -11.11 eV. Its orbital gap (alpha / beta) is 7.114 / 5.950 eV.

Geometry as ORCA input:
```
! wB97M-V def2-TZVPD RIJCOSX def2/J DEFGRID3
* xyz 1 3
Pt 0.06 -0.25 -1.64
C 0.56 0.14 -5.84
C 0.37 -0.35 -4.45
N 0.29 0.55 -3.38
N 0.45 1.83 -3.53
C 0.35 2.46 -2.34
O 0.15 1.81 -1.27
C 0.47 3.92 -2.31
C 0.68 4.64 -3.49
C 0.78 6.02 -3.44
C 0.68 6.69 -2.23
C 0.48 5.97 -1.05
C 0.37 4.59 -1.09
C 0.23 -1.68 -4.08
C 0.26 -2.76 -4.99
C 0.03 -4.04 -4.56
C -0.23 -4.25 -3.19
C -0.22 -3.18 -2.33
N 0.00 -1.93 -2.72
H 0.61 1.23 -5.84
H -0.27 -0.17 -6.48
H 1.49 -0.24 -6.28
H 0.76 4.11 -4.42
H 0.95 6.58 -4.35
H 0.75 7.77 -2.20
H 0.41 6.50 -0.11
H 0.21 4.02 -0.19
H 0.47 -2.56 -6.03
H 0.06 -4.87 -5.24
H -0.41 -5.25 -2.81
H -0.38 -3.32 -1.27
C -2.90 -1.50 -0.03
N -2.33 -1.67 1.31
C -3.00 -0.84 2.32
P -0.70 -1.91 1.38
O 0.10 -1.59 0.15
O -0.21 -1.13 2.73
P 0.16 0.47 2.61
O -0.66 1.13 1.60
N -0.13 1.00 4.15
C -0.12 0.15 5.33
C -0.77 2.30 4.31
N 1.77 0.40 2.25
C 2.68 -0.37 3.08
C 2.38 1.49 1.50
N -0.45 -3.49 1.74
C -1.17 -4.05 2.88
C 0.88 -4.06 1.54
H -3.98 -1.44 0.05
H -2.66 -2.37 -0.65
H -2.54 -0.60 -0.53
H -4.05 -1.11 2.34
H -2.89 0.23 2.11
H -2.57 -1.04 3.30
H 0.44 -0.76 5.14
H -1.13 -0.12 5.64
H 0.35 0.69 6.16
H -0.70 2.86 3.38
H -0.28 2.86 5.11
H -1.83 2.20 4.57
H 2.16 -1.21 3.53
H 3.12 0.24 3.88
H 3.49 -0.75 2.45
H 1.61 1.99 0.91
H 3.13 1.08 0.82
H 2.86 2.22 2.16
H -2.15 -3.59 2.96
H -0.63 -3.90 3.82
H -1.31 -5.12 2.72
H 1.39 -3.53 0.75
H 0.77 -5.11 1.25
H 1.48 -4.02 2.45
*
```

***

6.
ORCA calculation (the ωB97M-V functional and the def2-TZVPD basis) on a structure of composition C16H26N2OSe2Te2V.

For the LUMO energy (alpha / beta), the calculation gives -0.006 / -0.015 Eh. The energy relative to the best compared isomer or geometry (same formula, charge and spin) is 2.5 kcal per mole. The calculation puts the total energy at -193011.0031 eV. As for the HOMO energy (alpha / beta): -6.33 / -7.02 eV. Its orbital gap (alpha / beta) is 6.181 / 6.615 eV.

Geometry as ORCA input:
```
! wB97M-V def2-TZVPD RIJCOSX def2/J DEFGRID3
* xyz 0 4
V -0.05 -1.17 0.46
Se -0.19 1.28 0.86
Te -2.05 0.59 2.41
Te -0.57 -0.78 4.18
Se 0.34 -2.48 2.56
C 4.01 -0.12 2.25
C 4.55 -0.48 0.86
N 4.12 -1.80 0.39
C 5.09 -2.89 0.49
C 5.27 -3.40 1.91
C 2.84 -2.01 0.05
C 2.37 -3.40 -0.23
N 1.97 -1.04 -0.04
H 4.32 0.90 2.50
H 4.41 -0.79 3.00
H 2.93 -0.17 2.29
H 5.64 -0.50 0.88
H 4.26 0.27 0.12
H 6.04 -2.52 0.10
H 4.78 -3.70 -0.16
H 5.69 -2.63 2.56
H 5.95 -4.25 1.92
H 4.32 -3.72 2.33
H 2.90 -3.82 -1.09
H 1.31 -3.38 -0.48
H 2.53 -4.05 0.63
H 2.33 -0.12 0.18
C -6.79 1.21 -0.73
C -5.58 0.32 -0.65
C -4.52 0.46 -1.53
C -3.39 -0.35 -1.47
C -2.30 -0.14 -2.49
C -3.32 -1.35 -0.47
C -2.18 -2.20 -0.29
O -1.00 -2.07 -0.88
C -4.41 -1.52 0.42
C -4.38 -2.55 1.52
C -5.51 -0.68 0.31
H -6.70 1.92 -1.55
H -6.92 1.77 0.20
H -7.69 0.62 -0.88
H -4.56 1.22 -2.30
H -2.65 0.54 -3.27
H -1.99 -1.08 -2.95
H -1.42 0.30 -2.03
H -2.29 -3.06 0.37
H -3.55 -2.36 2.20
H -4.26 -3.57 1.14
H -5.31 -2.52 2.09
H -6.33 -0.81 1.01
*
```

***

7.
ORCA calculation (the ωB97M-V functional and the def2-TZVPD basis) on a structure of composition C44H74F36N10O25S12.

For the LUMO energy, the calculation gives -0.001 Eh. The calculation puts the total energy at -340745.7154 eV. As for the HOMO energy: -4.52 eV. Its orbital gap is 4.483 eV.

Geometry as ORCA input:
```
! wB97M-V def2-TZVPD RIJCOSX def2/J DEFGRID3
* xyz -2 1
C -7.21 5.78 1.51
C -8.77 5.95 1.64
C -9.17 7.43 1.84
N -10.57 7.57 2.41
C -11.04 8.99 2.23
C -10.15 10.02 2.99
C -10.13 9.65 4.50
C -9.71 8.08 4.80
C -10.61 7.15 3.92
C -11.46 6.62 1.61
H -6.62 6.02 2.39
H -6.88 6.38 0.66
H -6.96 4.76 1.22
H -9.16 5.28 2.41
H -9.33 5.68 0.74
H -9.07 8.10 0.99
H -8.47 7.84 2.57
H -11.25 9.27 1.20
H -12.02 8.82 2.67
H -9.09 9.91 2.75
H -10.53 11.01 2.73
H -9.58 10.37 5.11
H -11.16 9.72 4.86
H -8.64 7.93 4.63
H -9.81 7.82 5.85
H -10.46 6.07 3.95
H -11.66 7.32 4.16
H -11.23 5.59 1.86
H -11.33 6.66 0.53
H -12.49 6.92 1.80
C 8.96 3.73 8.71
C 7.38 3.76 8.87
C 6.77 4.55 7.63
N 5.21 4.85 7.97
C 4.50 5.32 6.65
C 2.95 5.45 6.77
C 2.30 4.32 7.46
C 2.98 3.81 8.70
C 4.41 3.54 8.44
C 5.16 6.05 8.96
H 9.43 4.71 8.75
H 9.29 3.29 7.77
H 9.25 3.13 9.57
H 7.05 4.14 9.84
H 7.12 2.70 8.83
H 6.96 3.98 6.72
H 7.25 5.52 7.61
H 4.84 4.51 6.00
H 4.84 6.31 6.36
H 2.48 5.69 5.81
H 2.88 6.30 7.44
H 2.22 3.53 6.71
H 1.26 4.58 7.67
H 2.43 2.93 9.04
H 2.78 4.51 9.51
H 4.64 2.69 7.81
H 4.85 3.21 9.38
H 5.61 5.88 9.94
H 4.14 6.31 9.24
H 5.65 6.91 8.51
C 7.85 4.17 -5.48
C 8.46 3.34 -6.55
C 7.38 2.48 -7.34
N 7.97 1.82 -8.65
C 9.34 2.34 -9.22
C 10.01 1.45 -10.22
C 10.35 0.03 -9.75
C 9.08 -0.61 -9.12
C 8.25 0.31 -8.14
C 6.89 1.63 -9.77
H 8.65 4.35 -4.76
H 6.99 3.71 -4.99
H 7.57 5.12 -5.96
H 9.18 2.73 -6.00
H 9.04 4.02 -7.17
H 6.66 3.19 -7.73
H 6.87 1.73 -6.73
H 10.02 2.46 -8.38
H 9.07 3.30 -9.67
H 10.90 1.88 -10.67
H 9.37 1.36 -11.10
H 11.30 0.04 -9.21
H 10.62 -0.39 -10.72
H 9.39 -1.54 -8.66
H 8.38 -0.99 -9.87
H 8.88 0.43 -7.26
H 7.29 -0.09 -7.80
H 6.73 2.54 -10.35
H 5.94 1.33 -9.34
H 7.17 0.76 -10.37
C 0.58 -2.18 2.15
N 1.06 -1.90 0.70
C 1.68 -3.21 0.18
C -0.13 -1.65 -0.18
C 2.18 -0.75 0.42
C 1.89 0.40 1.25
O 0.66 1.03 1.02
H 1.46 -2.24 2.78
H -0.21 -2.93 2.26
H 0.10 -1.22 2.35
H 2.09 -3.09 -0.82
H 0.85 -3.89 -0.01
H 2.42 -3.49 0.93
H -0.72 -0.84 0.23
H -0.77 -2.53 -0.18
H 0.17 -1.48 -1.22
H 2.01 -0.49 -0.63
H 3.22 -0.88 0.72
H 2.60 1.17 0.97
H 1.96 0.21 2.32
H 0.67 1.33 0.11
C -6.59 -0.91 7.56
F -5.92 -2.07 7.81
F -6.02 -0.29 6.51
F -7.75 -1.26 7.25
S -6.45 0.37 8.98
O -5.02 0.34 9.26
O -6.93 1.70 8.51
N -7.31 -0.34 10.33
S -8.45 0.74 10.55
O -7.99 2.07 11.05
O -9.38 0.84 9.37
C -9.59 -0.06 11.89
F -10.70 0.55 11.87
F -9.84 -1.38 11.56
F -9.01 0.11 13.09
C -2.38 3.63 -4.86
F -2.62 2.83 -3.76
F -2.70 3.00 -5.96
F -3.03 4.75 -4.76
S -0.49 3.94 -5.09
O 0.13 2.65 -5.12
O -0.38 4.69 -6.34
N -0.10 4.74 -3.52
S 0.06 6.20 -4.00
O 1.23 6.42 -4.90
O -1.18 6.81 -4.50
C 0.35 7.15 -2.26
F 1.39 6.65 -1.64
F 0.41 8.43 -2.58
F -0.76 7.06 -1.55
C 9.61 -2.19 1.39
F 8.72 -1.24 1.41
F 10.16 -2.27 0.16
F 10.47 -2.10 2.36
S 8.79 -3.92 1.79
O 8.28 -4.39 0.47
O 9.82 -4.77 2.36
N 7.54 -3.50 2.87
S 8.12 -3.59 4.35
O 9.60 -3.44 4.55
O 7.30 -2.73 5.19
C 7.41 -5.34 4.73
F 8.23 -6.24 4.22
F 7.46 -5.44 6.10
F 6.17 -5.53 4.26
C -11.74 -11.24 -1.34
F -12.85 -10.66 -1.02
F -11.94 -12.31 -2.09
F -10.99 -10.33 -1.98
S -10.84 -11.69 0.20
O -11.86 -12.33 1.02
O -9.81 -12.64 -0.26
N -10.21 -10.08 0.81
S -8.70 -10.13 0.38
O -7.90 -10.83 1.33
O -8.40 -10.27 -1.01
C -8.14 -8.30 0.61
F -6.86 -8.13 0.82
F -8.49 -7.56 -0.46
F -8.85 -7.86 1.67
C 0.38 -12.12 -1.04
F 1.23 -13.14 -0.91
F -0.50 -12.12 -0.04
F 1.20 -11.11 -0.92
S -0.45 -12.16 -2.81
O -1.56 -13.08 -2.58
O -0.85 -10.72 -2.97
N 0.87 -12.85 -3.65
S 0.13 -13.72 -4.72
O -0.22 -15.08 -4.31
O -0.90 -13.07 -5.57
C 1.48 -13.97 -6.09
F 2.57 -14.63 -5.69
F 0.96 -14.71 -7.09
F 1.71 -12.78 -6.53
C 1.10 -5.88 -8.92
F 1.82 -5.70 -7.82
F 1.90 -6.27 -9.91
F 0.15 -6.78 -8.70
S 0.32 -4.21 -9.32
O -0.61 -4.00 -8.19
O 1.48 -3.36 -9.39
N -0.39 -4.56 -10.95
S -0.19 -3.15 -11.57
O -1.00 -2.07 -10.99
O 1.17 -2.72 -12.02
C -1.17 -3.34 -13.33
F -2.24 -2.49 -13.24
F -0.40 -3.00 -14.38
F -1.46 -4.62 -13.61
*
```

***

8.
ORCA calculation (the ωB97M-V functional and the def2-TZVPD basis) on a structure of composition C18H15F3FeN3O4S2SbSe4.

For the LUMO energy (alpha / beta), the calculation gives 0.136 / 0.136 Eh. The calculation puts the total energy at -363707.3670 eV. As for the HOMO energy (alpha / beta): -1.21 / -1.20 eV. Its orbital gap (alpha / beta) is 4.905 / 4.896 eV.

Geometry as ORCA input:
```
! wB97M-V def2-TZVPD RIJCOSX def2/J DEFGRID3
* xyz -2 1
Fe 0.33 -0.69 -0.15
Se -4.69 -2.39 2.95
Sb -2.80 -0.81 3.15
Se -1.57 -0.38 -1.30
Se -1.43 -0.75 1.03
Se -3.91 1.27 3.93
O -1.97 4.20 4.92
C -0.86 4.60 4.28
O -0.23 5.54 4.70
C -0.48 3.84 3.05
C 0.83 3.93 2.58
C 1.23 3.19 1.47
C 0.29 2.39 0.82
C -1.04 2.41 1.21
C -1.41 3.08 2.36
N 0.64 1.49 -0.21
C 1.19 1.87 -1.27
C 1.47 0.90 -2.36
C 1.80 1.33 -3.62
C 1.95 0.40 -4.65
C 1.79 -0.93 -4.35
C 1.47 -1.28 -3.03
N 1.31 -0.39 -2.07
H -2.37 3.40 4.52
H 1.53 4.56 3.11
H 2.26 3.17 1.13
H -1.77 1.87 0.64
H -2.44 3.00 2.67
H 1.34 2.94 -1.47
H 1.89 2.40 -3.80
H 2.17 0.72 -5.66
H 1.90 -1.70 -5.10
H 1.31 -2.31 -2.75
F 5.49 -1.33 1.09
C 4.28 -1.78 0.70
F 4.49 -2.56 -0.39
F 3.83 -2.58 1.67
C 3.31 -0.62 0.34
O 3.79 0.30 -0.33
O 2.14 -0.80 0.74
S 0.54 -3.15 -0.37
C -0.98 -3.70 -0.81
N -2.00 -3.87 0.02
C -3.29 -3.56 -0.61
C -3.22 -4.24 -1.96
S -1.47 -3.98 -2.46
H -1.89 -3.53 0.97
H -3.36 -2.48 -0.74
H -4.12 -3.87 0.02
H -3.87 -3.78 -2.70
H -3.38 -5.31 -1.91
*
```

***

9.
ORCA calculation (the ωB97M-V functional and the def2-TZVPD basis) on an isolated molecule of C5H8OS2.

For the LUMO energy, the calculation gives -0.019 Eh. The SMILES is C[C@@H]1OC[C@@H](S)C1=S. The energy relative to the best compared isomer or geometry (same formula, charge and spin) is 18.9 kcal per mole. The calculation puts the total energy at -29031.8627 eV. As for the HOMO energy: -8.83 eV. Its orbital gap is 8.328 eV.

Geometry as ORCA input:
```
! wB97M-V def2-TZVPD RIJCOSX def2/J DEFGRID3
* xyz 0 1
C -2.54 -0.75 -0.08
C -1.12 -0.61 -0.62
C 0.44 -1.58 0.77
C 0.86 -0.11 0.71
C -0.36 0.51 0.07
H -3.13 0.16 -0.29
H -3.00 -1.61 -0.55
H -2.53 -0.91 0.98
H -1.11 -0.42 -1.73
H 1.28 -2.29 0.74
H -0.16 -1.74 1.70
H 1.05 0.31 1.70
H 2.31 1.44 -0.33
O -0.35 -1.78 -0.38
S 2.30 0.08 -0.39
S -0.77 2.08 0.12
*
```